{
  "formula": "C5H13N4",
  "method": "ωB97M-V/def2-TZVPD",
  "species": ["C", "C", "C", "C", "C", "N", "N", "N", "N", "H", "H", "H", "H", "H", "H", "H", "H", "H", "H", "H", "H", "H"],
  "positions_angstrom": [[0.1373, 1.6299, 0.0036], [-0.7319, 1.0945, -1.0628], [0.6540, 0.5319, 0.9648], [-1.1504, -0.3124, -0.5762], [0.1258, -0.7149, 0.0928], [0.4247, 2.8630, 0.1062], [2.0820, 0.5142, 1.2094], [-1.3845, -1.3973, -1.5411], [-0.1961, -2.0082, 0.8823], [-1.4684, 1.8844, -1.2592], [-0.3488, 1.1596, -2.1262], [0.1371, 0.7590, 1.8906], [-2.0099, -0.1994, 0.0613], [0.8703, -0.9495, -0.7510], [0.9597, 3.1495, 0.8276], [2.4890, 0.7247, 2.1335], [2.7584, 0.5588, 0.4865], [-0.4353, -1.7509, -1.9374], [-1.9418, -1.2022, -2.3042], [0.6158, -2.1965, 1.4225], [-0.6008, -2.5182, 0.0244], [-0.9862, -1.6199, 1.4525]],
  "forces_ev_per_angstrom": [[1.945, 1.867, 0.689], [-0.831, 0.903, -2.062], [0.660, -0.505, -1.865], [0.743, 0.620, -2.274], [1.197, 0.677, 1.448], [-3.072, -1.888, -3.612], [-0.533, -0.430, 1.781], [3.477, -1.450, 1.342], [-2.071, 3.026, -2.286], [-0.787, -0.606, 0.665], [0.630, -0.796, 1.214], [-0.227, -0.741, 0.367], [-0.345, -0.208, 0.610], [-0.729, 0.260, 1.598], [2.478, 0.748, 3.141], [-0.877, -0.124, -0.971], [0.096, 0.225, -0.804], [-2.242, 1.082, 0.537], [-1.673, 0.563, -1.685], [0.746, -1.374, 0.458], [0.596, -0.568, 1.841], [0.816, -1.281, -0.134]],
  "orbital_gap_ev": 9.49,
  "relative_energy_ev": 2.107,
  "homo_energy_ev": -12.739,
  "smiles": "[H]/N=C1/C[C@@H](N)[C@H]([NH3+])[C@H]1N",
  "charge": 1
}


{
  "formula": "C5H13N4",
  "method": "ωB97M-V/def2-TZVPD",
  "species": ["C", "C", "C", "C", "C", "N", "N", "N", "N", "H", "H", "H", "H", "H", "H", "H", "H", "H", "H", "H", "H", "H"],
  "positions_angstrom": [[0.6535, -0.1710, 1.2291], [-1.5604, -0.8569, 0.9585], [0.8590, 0.5403, -0.2170], [0.8056, -0.2723, -1.5472], [2.1677, 1.3951, -0.1840], [-3.6843, -1.8838, 0.9733], [-2.5555, -1.5531, 0.6767], [-0.2968, -1.2130, 1.1431], [-0.4678, 1.2829, -0.3913], [1.6544, -0.5280, 1.4107], [0.3690, 0.6272, 1.8132], [-1.7325, 0.1263, 0.4134], [1.1715, 0.2672, -2.3474], [-0.1214, -0.5844, -1.7582], [1.5522, -1.0984, -1.4411], [1.9682, 2.2597, 0.2749], [2.4242, 1.6298, -1.2079], [2.8258, 0.7053, 0.2484], [-4.3478, -2.1101, 0.1855], [-0.2619, -2.2139, 1.0572], [-0.8418, 1.4273, -1.2901], [-0.5809, 2.2240, 0.0002]],
  "forces_ev_per_angstrom": [[2.842, -0.526, -4.748], [1.818, 1.960, -0.926], [-2.157, 1.308, -1.364], [4.370, -1.360, 3.837], [-2.351, -3.153, -2.550], [-0.445, 0.347, 0.569], [-3.535, -2.076, -1.183], [-3.089, -0.742, 0.425], [0.297, 1.152, 1.861], [-0.059, -0.448, 0.894], [-0.659, 1.258, 1.895], [0.632, 0.534, 1.290], [0.635, 1.616, -1.490], [-3.382, -1.632, -0.665], [-0.837, 0.097, -0.296], [-0.124, 3.205, 2.389], [0.359, -0.032, -0.132], [1.751, -0.174, 0.747], [1.381, -0.254, 0.149], [1.726, -0.258, 0.489], [0.204, -0.376, -1.695], [0.623, -0.446, 0.505]],
  "orbital_gap_ev": 8.36,
  "relative_energy_ev": 4.741,
  "homo_energy_ev": -13.197,
  "smiles": "[H]/N=N/C=[NH+]/CC(C)(C)N",
  "charge": 1
}


{
  "formula": "C5H13N5O2",
  "method": "ωB97M-V/def2-TZVPD",
  "species": ["C", "C", "C", "C", "C", "H", "H", "H", "H", "H", "H", "H", "H", "H", "H", "H", "H", "H", "N", "N", "N", "N", "N", "O", "O"],
  "positions_angstrom": [[-2.3680, 1.4670, 0.5284], [1.9070, -2.5505, -1.5280], [2.6196, -1.4651, -1.2302], [2.0813, -0.2747, -0.5045], [-0.2674, -1.2985, 1.7164], [-2.2465, 0.2234, -2.2337], [-1.3963, -0.7275, -1.1609], [-0.6717, 1.3028, -0.5816], [-2.1873, 2.5222, 2.2296], [0.1880, 1.6669, 1.3241], [-0.1938, 2.9585, 0.3624], [0.8704, -2.5418, -1.1448], [2.2039, -3.3877, -2.1331], [3.6606, -1.3193, -1.5153], [2.0164, 0.5880, -1.2017], [2.8384, 0.0425, 0.2404], [-0.2813, -1.7879, 2.6818], [-1.2060, -1.1968, 1.1644], [-2.0846, 0.0153, -1.2495], [-1.6768, 1.1832, -0.6421], [-1.6778, 2.2572, 1.3902], [-0.3343, 2.5534, 1.2950], [0.9010, -0.9572, 1.3304], [-3.4775, 1.1106, 0.8055], [0.7827, -0.3842, 0.0570]],
  "forces_ev_per_angstrom": [[0.691, 0.317, 0.232], [-0.865, 1.026, 0.663], [-0.228, -0.557, -0.333], [0.689, 1.146, -0.237], [0.742, -0.346, 0.584], [0.031, -0.406, 0.278], [0.026, 0.241, -0.023], [-0.297, -0.094, -0.028], [0.427, -0.039, -0.371], [0.009, 0.563, 0.062], [0.302, 0.153, 0.617], [0.548, -0.284, -0.368], [0.379, -0.081, 0.051], [-0.116, -0.230, -0.169], [-0.007, -0.482, 0.133], [-0.627, -0.188, 0.049], [-0.132, 0.134, 0.098], [0.358, 0.150, -0.109], [-0.418, -0.677, -1.451], [0.358, 0.284, 0.627], [-0.758, 0.421, 0.900], [0.867, -0.199, -0.684], [-1.643, -0.295, -0.170], [-1.227, -0.564, -0.156], [0.890, 0.006, -0.196]],
  "orbital_gap_ev": 10.08,
  "relative_energy_ev": 2.296,
  "homo_energy_ev": -9.386,
  "smiles": "NNC(=O)NN.C=CCON=C",
  "charge": 0
}


{
  "formula": "C5H13NO",
  "method": "ωB97M-V/def2-TZVPD",
  "species": ["C", "C", "C", "C", "C", "N", "H", "H", "H", "H", "H", "H", "H", "H", "H", "H", "H", "H", "H", "O"],
  "positions_angstrom": [[-0.9194, 0.3552, 1.0461], [-0.0551, -0.4030, 0.0361], [0.9028, 0.4502, -0.7601], [2.2032, 0.2143, -0.7022], [0.2562, 1.5459, -1.5330], [-0.1430, 1.1248, 2.0086], [-1.6543, 0.9923, 0.5579], [-1.5295, -0.3704, 1.5939], [0.3895, -1.2240, 0.5765], [-0.7574, -0.8208, -0.6921], [2.9286, 0.8861, -1.1484], [2.5795, -0.7155, -0.2982], [-0.1688, 1.2672, -2.4977], [0.9310, 2.3959, -1.6887], [-0.5602, 1.9975, -0.9595], [-0.2283, 2.1254, 1.9521], [0.8224, 0.8337, 1.9954], [-2.0286, -3.3063, -0.4584], [-1.6636, -3.6250, 0.9319], [-1.3050, -3.7234, 0.0397]],
  "forces_ev_per_angstrom": [[-0.089, 0.309, 0.309], [-0.983, 0.165, -0.765], [-0.359, -0.493, 0.766], [0.395, 0.127, -0.462], [0.011, 1.453, 0.385], [-0.105, -0.342, 0.278], [0.076, 0.200, -0.144], [0.070, -0.198, -0.090], [0.577, -0.284, -0.130], [-0.069, -0.369, 0.081], [-0.042, -0.118, -0.234], [0.052, 0.154, 0.457], [0.149, -0.345, 0.027], [0.153, -0.318, -0.237], [-0.069, -0.211, -0.050], [0.112, -0.004, -0.241], [0.128, 0.287, 0.033], [0.494, -0.239, -0.211], [0.396, -0.222, 0.124], [-0.897, 0.448, 0.105]],
  "orbital_gap_ev": 9.71,
  "relative_energy_ev": 1.470,
  "homo_energy_ev": -8.968,
  "smiles": "C=C(C)CCN.O",
  "charge": 0
}


{
  "formula": "C5H13NO",
  "method": "ωB97M-V/def2-TZVPD",
  "species": ["C", "C", "C", "N", "H", "H", "H", "H", "H", "H", "H", "H", "H", "O", "C", "C", "H", "H", "H", "H"],
  "positions_angstrom": [[0.6846, -0.1186, 1.7428], [0.7323, -1.2598, 0.7158], [1.8699, -1.0298, -0.2607], [0.8442, -2.5839, 1.2948], [0.5198, 0.8503, 1.2756], [-0.1031, -0.2805, 2.4817], [1.6281, -0.0492, 2.2919], [-0.2277, -1.1978, 0.1986], [1.9230, -1.8318, -0.9999], [1.7929, -0.0900, -0.8094], [2.8313, -1.0317, 0.2628], [0.0301, -2.8512, 1.8400], [1.5966, -2.6227, 1.9713], [-1.5352, 1.0879, -0.2312], [-1.0488, 1.7321, -1.1186], [-1.8558, 2.2617, -2.2709], [0.0371, 1.9503, -1.1402], [-1.6227, 1.6755, -3.1646], [-1.5576, 3.2858, -2.5087], [-2.9189, 2.2185, -2.0681]],
  "forces_ev_per_angstrom": [[0.280, -0.122, 0.288], [-0.398, 0.957, 0.231], [0.290, -0.342, -0.335], [-0.009, -0.606, 0.381], [-0.106, -0.027, -0.092], [-0.069, 0.010, -0.104], [0.093, -0.108, 0.010], [0.077, -0.249, -0.229], [-0.100, -0.016, 0.051], [-0.119, 0.090, 0.163], [-0.043, 0.068, 0.059], [-0.150, 0.231, -0.267], [0.321, 0.094, -0.099], [0.041, -0.110, 0.277], [-0.391, 0.073, -0.371], [0.394, 0.255, -0.203], [0.032, -0.023, 0.039], [-0.028, -0.073, 0.046], [-0.018, -0.001, 0.076], [-0.097, -0.102, 0.078]],
  "orbital_gap_ev": 10.04,
  "relative_energy_ev": 1.011,
  "homo_energy_ev": -9.047,
  "smiles": "CC(C)N.CC=O",
  "charge": 0
}


{
  "formula": "C5H13NO",
  "method": "ωB97M-V/def2-TZVPD",
  "species": ["C", "C", "C", "C", "N", "C", "H", "H", "H", "H", "H", "H", "H", "H", "H", "H", "H", "H", "H", "O"],
  "positions_angstrom": [[2.2897, -0.7097, 0.2422], [1.5083, 0.6592, 0.3224], [0.0218, 0.7323, -0.0290], [-0.8915, 0.3293, 0.8644], [-2.3380, 0.3909, 0.7891], [-0.4039, 1.2351, -1.4506], [3.3110, -0.3671, 0.0065], [2.3278, -1.3224, 1.0890], [1.9918, -1.3000, -0.7235], [1.5403, 1.0198, 1.3373], [2.0770, 1.3650, -0.3542], [-0.4695, -0.1916, 1.6715], [-2.6867, 1.2948, 0.4430], [-2.7741, 0.3358, 1.6720], [0.4311, 1.2655, -2.1859], [-0.8341, 2.2548, -1.4217], [-1.1756, 0.5471, -1.8970], [-1.7342, -3.1496, 0.1107], [-1.2774, -1.8202, -0.4504], [-0.9140, -2.5689, -0.0360]],
  "forces_ev_per_angstrom": [[-0.143, 1.390, -3.940], [0.055, -0.379, -0.763], [-0.722, -0.007, -1.655], [-0.598, 0.871, -1.105], [1.171, 0.870, -1.331], [-0.096, -0.447, 0.297], [-0.064, -0.492, 0.344], [-0.421, -0.841, 1.239], [0.259, 0.848, 1.958], [0.585, 0.302, 0.368], [-0.766, -0.538, 0.880], [-0.011, -0.512, 1.501], [0.569, -0.590, -0.328], [-0.157, -0.575, 1.257], [-0.345, -0.071, 0.728], [0.127, -0.430, 0.004], [0.563, 0.676, 0.504], [1.936, 1.202, -0.282], [-0.627, 1.806, -0.804], [-1.315, -3.084, 1.129]],
  "orbital_gap_ev": 8.94,
  "relative_energy_ev": 1.789,
  "homo_energy_ev": -8.055,
  "smiles": "CC/C(C)=C/N.O",
  "charge": 0
}


{
  "formula": "C5H13NO",
  "method": "ωB97M-V/def2-TZVPD",
  "species": ["C", "N", "C", "C", "C", "C", "O", "H", "H", "H", "H", "H", "H", "H", "H", "H", "H", "H", "H", "H"],
  "positions_angstrom": [[-0.4969, 2.0862, -1.5367], [-0.6910, 0.6497, -1.3620], [0.0365, -0.7302, 2.1826], [-0.4291, 0.2301, 1.0819], [0.1646, 0.0575, -0.3390], [0.5136, -1.3624, -0.7452], [1.6802, -1.7481, -0.0281], [0.4680, 2.2471, -2.0068], [-0.5517, 2.6485, -0.6004], [-1.2741, 2.4613, -2.1990], [-1.6690, 0.4792, -1.1672], [-0.7035, -0.8144, 2.9761], [0.2213, -1.7308, 1.7939], [0.9866, -0.4294, 2.6158], [-1.5189, 0.1644, 0.9972], [-0.1947, 1.2521, 1.3936], [1.1152, 0.5877, -0.3881], [0.7032, -1.3547, -1.8167], [-0.3106, -2.0565, -0.5740], [1.9505, -2.6375, -0.2777]],
  "forces_ev_per_angstrom": [[-0.215, -0.374, 0.020], [-0.040, 0.203, -0.172], [0.178, -0.251, -0.281], [0.163, -0.026, 0.019], [-0.125, -0.011, 0.222], [0.089, -0.102, -0.100], [0.185, -0.101, 0.073], [0.139, 0.191, -0.028], [0.085, 0.140, 0.079], [0.033, 0.088, -0.089], [0.035, -0.151, 0.124], [-0.015, 0.159, 0.070], [-0.212, -0.006, 0.010], [0.064, 0.153, 0.078], [0.021, -0.042, -0.056], [-0.256, 0.008, 0.027], [0.151, 0.101, 0.037], [0.049, 0.033, -0.158], [-0.205, -0.101, 0.196], [-0.124, 0.091, -0.071]],
  "orbital_gap_ev": 9.72,
  "relative_energy_ev": 1.204,
  "homo_energy_ev": -8.726,
  "smiles": "CC[C@@H](CO)NC",
  "charge": 0
}


{
  "formula": "C5H13NO",
  "method": "ωB97M-V/def2-TZVPD",
  "species": ["C", "O", "C", "C", "C", "C", "N", "H", "H", "H", "H", "H", "H", "H", "H", "H", "H", "H", "H", "H"],
  "positions_angstrom": [[-1.0573, 0.2823, -1.0604], [-2.4793, 0.2369, -1.1939], [-0.7192, -0.1636, 0.3430], [0.7465, -0.4629, 0.6470], [1.6042, 0.8353, 0.4399], [1.3542, -1.5482, -0.2666], [-1.2578, 0.7272, 1.3928], [-0.6305, -0.3003, -1.8783], [-0.6583, 1.2892, -1.2461], [-2.6972, 0.8990, -1.8226], [-1.3080, -1.0756, 0.4875], [0.7650, -0.7541, 1.6940], [1.5261, 1.5102, 1.2887], [2.6451, 0.5061, 0.4422], [1.3471, 1.2546, -0.5254], [0.7830, -2.4701, -0.1381], [1.2666, -1.2467, -1.3057], [2.3593, -1.7183, 0.1033], [-2.2394, 0.5180, 1.5660], [-1.3501, 1.6811, 1.0327]],
  "forces_ev_per_angstrom": [[0.091, 0.458, -0.417], [0.476, -0.417, 0.757], [-0.689, -0.760, 0.750], [0.435, 1.104, -1.103], [-0.016, -1.536, 0.856], [-1.144, 0.081, 1.217], [-0.509, 0.838, -0.412], [0.249, -0.506, 0.314], [-0.321, 0.171, 0.219], [-0.604, 0.763, -0.843], [0.284, -0.321, -0.133], [0.202, -0.142, 0.052], [-0.401, 0.363, -0.274], [0.094, 0.225, -0.269], [0.202, 0.460, 0.009], [0.075, -0.138, -0.132], [0.525, -0.033, -0.125], [0.299, -0.126, -0.545], [0.243, -0.366, -0.036], [0.512, -0.119, 0.114]],
  "orbital_gap_ev": 10.31,
  "relative_energy_ev": 1.009,
  "homo_energy_ev": -9.477,
  "smiles": "CC(C)[C@@H](N)CO",
  "charge": 0
}